Here is a 4-piece molecular cluster, C3H15NO4 overall from the Open Molecules 2025 dataset. Energies are from ωB97M-V with the def2-TZVPD basis set.

Cartesian coordinates (Å):
N 1.5498 -1.4843 1.5653
C 1.7468 -0.9385 0.2124
C 0.4132 -0.9041 -0.4962
C 0.6010 -0.3779 -1.9038
O -0.6376 0.1127 -2.4680
H 0.9505 -0.9267 2.1640
H 2.4005 -1.7575 2.0294
H 2.2145 0.0449 0.1251
H 2.3877 -1.7214 -0.2152
H -0.2767 -0.2667 0.0987
H -0.2451 -1.7834 -0.5196
H 1.0789 -1.0814 -2.5948
H 1.2464 0.5098 -1.9386
H -1.0416 -0.5951 -2.9598
O -0.6409 0.0980 3.1467
H -1.5229 -0.2818 2.9467
H -0.6522 0.9705 2.7407
O -0.7545 2.2295 -0.9117
H -1.0128 1.2979 -1.0329
H -0.0673 2.4613 -1.5366
O -2.6583 1.5104 0.9119
H -1.8145 1.3630 0.4630
H -3.2650 1.5206 0.1733

Summary:
SMILES string   NCCCO.O.O.O
HOMO-LUMO gap   9.48 eV
M   129.156 Da
ΔE to the lowest compared entry with this formula, charge and spin   1.377 eV